19
Properties=species:S:1:pos:R:3:forces:R:3 method="wB97M-V/def2-TZVPD" energy_ev=-11506.4558 charge=-1 multiplicity=1 e_above_lowest_kcal_mol=37.2 gap_ev=7.9749 homo_energy_ev=-4.119 max_force_ha_per_bohr=0.132
C -2.765 0.556 -0.725 -0.7672 0.9159 -2.1943
H 0.125 0.896 1.338 1.3882 -0.6836 -1.4155
H 0.481 -0.369 -1.153 -0.2787 -0.2005 -0.3103
H -3.196 0.760 0.256 0.5055 0.5784 0.0310
H 0.735 1.903 0.022 0.0899 0.7465 -0.0779
H 1.918 -2.068 0.192 0.2297 0.4229 0.0991
C 1.068 1.170 0.738 0.3445 0.8911 1.4872
H 2.485 -1.070 1.593 0.1869 -0.6417 0.3756
H -3.698 0.663 -1.424 1.5047 -0.9347 0.9972
O -2.571 -1.746 0.172 -0.0908 2.6578 -1.4981
H 1.693 1.600 1.546 -0.2058 0.4727 -0.4294
O 1.409 -0.077 -1.289 0.9048 0.7798 -0.7819
H 0.804 -1.221 1.247 -0.7928 0.1835 -0.1248
C 1.985 0.174 -0.028 -6.1311 -2.8045 0.9681
C 1.762 -1.152 0.780 2.3801 0.3261 0.0217
H -2.060 1.339 -1.236 -0.9919 -1.2772 1.6195
O -1.040 -1.041 -1.239 1.5072 0.5538 -1.4836
H 2.950 0.524 -0.159 1.9500 0.5290 -0.0053
C -2.086 -0.839 -0.633 -1.7334 -2.5153 2.7218